*one*
Below is a single C4H9NO molecule, with properties calculated with ωB97M-V/def2-TZVPD.

Its HOMO-LUMO gap is 10.698 eV. The SMILES is CC(C)NC=O.

Cartesian coordinates (Å):
C1 -1.09 -0.04 1.04
C2 -0.16 -0.31 -0.13
C3 -0.89 -0.18 -1.47
N1 1.02 0.57 -0.13
C4 1.99 0.35 0.81
O1 1.80 -0.14 1.91
H1 -1.89 -0.79 1.03
H2 -1.55 0.96 0.97
H3 -0.54 -0.12 1.98
H4 0.22 -1.33 -0.03
H5 -0.23 -0.37 -2.32
H6 -1.32 0.83 -1.58
H7 -1.70 -0.90 -1.51
H8 1.36 0.86 -1.03
H9 2.99 0.62 0.45



*two*
Below is 2 unconnected molecules or ions with the total composition C4H9NO, with properties calculated with ωB97M-V/def2-TZVPD.

Its HOMO-LUMO gap is 9.158 eV. The SMILES is C=NC(=C)C.O.

Cartesian coordinates (Å):
C1 0.19 -1.99 -0.44
N1 -0.25 -0.82 -0.36
C2 0.45 0.32 0.10
C3 1.59 0.20 0.80
C4 0.11 1.57 -0.66
H1 -0.53 -2.80 -0.53
H2 1.25 -2.25 -0.49
H3 1.90 -0.72 1.26
H4 2.28 1.03 0.91
H5 -0.27 1.38 -1.66
H6 0.95 2.25 -0.72
H7 -0.70 2.07 -0.13
O1 -2.52 0.16 0.82
H8 -1.42 0.12 0.73
H9 -3.03 -0.51 0.36



It turns out *one* is the most stable, with the second structure 2.788 eV higher.



*one*
Below is a single C4H9NO molecule, with properties calculated with ωB97M-V/def2-TZVPD.

Its HOMO-LUMO gap is 10.611 eV. The SMILES is CCNC(C)=O.

Cartesian coordinates (Å):
C1 0.86 0.69 1.89
C2 1.14 0.91 0.41
N1 0.38 -0.01 -0.47
C3 -0.91 0.09 -0.84
C4 -1.30 -1.33 -1.53
O1 -1.71 0.99 -0.70
H1 1.46 1.36 2.53
H2 1.09 -0.34 2.17
H3 -0.20 0.88 2.11
H4 0.89 1.95 0.14
H5 2.21 0.80 0.21
H6 0.44 -0.98 -0.77
H7 -0.59 -2.18 -1.74
H8 -1.69 -1.07 -2.51
H9 -2.06 -1.76 -0.90



*two*
Below is 2 unconnected molecules or ions with the total composition C4H9NO, with properties calculated with ωB97M-V/def2-TZVPD.

Its HOMO-LUMO gap is 10.250 eV. The SMILES is C=CN.CC=O.

Cartesian coordinates (Å):
C1 -1.06 0.39 2.34
C2 -1.01 0.85 1.10
N1 -0.08 1.78 0.53
H1 -0.24 0.50 3.05
H2 -1.99 -0.04 2.70
H3 -1.53 0.32 0.30
H4 0.69 1.35 0.02
H5 -0.52 2.45 -0.07
C3 -0.28 -1.64 -1.19
C4 1.11 -1.11 -1.01
O1 1.48 -0.14 -1.62
H6 -0.32 -2.36 -2.02
H7 -0.90 -0.78 -1.46
H8 -0.75 -2.14 -0.34
H9 1.81 -1.68 -0.38



*three*
Below is 2 unconnected molecules or ions with the total composition C4H9NO, with properties calculated with ωB97M-V/def2-TZVPD.

Its HOMO-LUMO gap is 9.481 eV.

Cartesian coordinates (Å):
C1 -1.38 2.61 -1.06
C2 -0.82 1.71 -1.86
C3 0.42 -0.72 -0.24
O1 -0.04 0.08 0.74
N1 0.96 -1.81 0.32
C4 1.07 -2.14 1.73
H1 -0.44 0.83 0.28
H2 -0.83 3.45 -0.67
H3 -2.43 2.54 -0.78
H4 -1.37 0.86 -2.26
H5 0.23 1.76 -2.14
H6 1.35 -2.47 -0.34
H7 2.08 -1.94 2.11
H8 0.35 -1.54 2.29
H9 0.85 -3.21 1.88



It turns out *one* is the most stable, with the second structure 1.473 eV higher.



*one*
Below is 2 unconnected molecules or ions with the total composition C3H3FO, with properties calculated with ωB97M-V/def2-TZVPD.

Its HOMO-LUMO gap (spin up / spin down) is 9.065 / 8.476 eV.

Cartesian coordinates (Å):
C1 -0.94 -0.13 -1.28
C2 1.17 0.61 1.51
C3 -0.18 -0.77 -0.52
O1 0.75 1.70 1.63
F1 0.17 -2.01 -0.41
H1 -1.70 -0.42 -2.06
H2 -1.24 0.92 -1.05
H3 1.97 0.10 2.17



*two*
Below is a single C3H3FO molecule, with properties calculated with ωB97M-V/def2-TZVPD.

Its HOMO-LUMO gap is 9.627 eV. The SMILES is O=C/C=C\F.

Cartesian coordinates (Å):
O1 1.51 -1.24 0.19
C1 1.13 -0.03 -0.09
C2 -0.15 0.61 0.03
C3 -1.11 -0.12 0.14
F1 -1.00 -1.49 -0.16
H1 2.13 0.60 -0.49
H2 -0.33 1.57 -0.16
H3 -2.19 0.09 0.54



It turns out *two* is the most stable, with the second structure 2.262 eV higher.